Below is a structure of composition C27H48AgBr4Cl3F9FeNO12S3 in a non-equilibrium geometry, with properties calculated with the ωB97M-V functional and the def2-TZVPD basis.

E_HOMO (spin up / spin down), eV: -8.24 / -8.17
Strongest force on any atom, eV/A: 5.25
Kohn-Sham gap (spin up / spin down), eV: 7.42 / 7.37
Energy, eV: -467920.522
Multiplicity: 5
⟨S²⟩: 6.016

```
109
Properties=species:S:1:pos:R:3:forces:R:3
Ag -2.710015 -2.214940 -2.209221 0.14 0.31 -0.37
Fe -1.070108 -0.754486 1.186000 -1.14 2.25 2.88
C -1.101170 1.743960 4.778632 -0.09 -0.41 -0.53
C -1.896810 0.615998 4.090774 -1.33 -0.49 0.34
C -3.378256 0.794634 4.487498 -0.47 0.12 0.87
O -1.820228 0.487611 2.712431 1.18 -0.96 -1.38
H -1.638627 2.664968 4.549598 0.49 0.29 -0.12
H -0.049922 1.754739 4.487833 -0.08 0.27 -0.27
H -1.112091 1.631882 5.864116 -0.18 -0.18 0.01
H -1.676749 -0.346340 4.580623 0.64 -0.11 0.11
H -3.899226 -0.163604 4.440354 -0.11 0.05 -0.27
H -3.970065 1.553147 3.970975 0.44 -0.10 -0.68
H -3.480103 1.132354 5.526234 0.29 -0.27 0.19
C -1.259855 2.108028 -2.226886 -1.12 -1.33 0.80
F -1.873574 2.790977 -3.184383 0.14 0.28 -0.04
F -0.392958 1.274813 -2.778576 0.60 -0.01 -0.31
F -0.663825 2.910473 -1.367379 0.11 0.15 -0.30
S -2.556843 1.099484 -1.287590 -0.92 2.00 0.99
O -3.456619 2.143593 -0.856476 0.52 -1.10 -0.50
O -3.133416 0.098241 -2.191753 0.55 -0.35 -0.01
O -1.791567 0.486883 -0.183125 -0.16 -0.31 -0.72
C 1.174087 -3.372754 -0.077312 -0.01 0.54 -1.06
F 0.037630 -3.744213 0.506714 0.13 0.27 0.28
F 2.203514 -3.392208 0.745300 -0.68 0.19 0.16
F 1.406799 -4.266686 -1.044771 0.11 0.03 -0.21
S 1.006128 -1.666060 -0.972368 -0.51 0.11 0.49
O 2.174303 -1.571847 -1.792969 -0.31 -0.17 1.02
O -0.252583 -1.656855 -1.671194 -0.43 -0.66 0.45
N 0.756527 -0.583170 0.370999 0.29 -3.06 -2.00
S 1.956806 0.401286 0.258223 3.72 3.50 -1.23
O 3.226861 -0.187804 0.614646 -0.70 -0.03 0.69
O 1.962165 1.079476 -1.020288 -0.58 -0.01 0.75
C 1.629779 1.787828 1.510290 -1.18 -0.90 0.17
F 1.903811 1.295898 2.724254 0.00 0.21 0.05
F 2.368911 2.856331 1.296047 0.41 -0.31 -0.21
F 0.349690 2.150637 1.448689 0.31 -0.16 0.03
C 5.126211 -3.642371 -0.972663 0.36 0.62 0.22
Cl 5.394300 -2.096113 -1.779703 -0.16 0.08 0.03
Cl 5.060856 -3.407809 0.784677 0.24 -0.04 -0.09
Cl 6.460034 -4.717252 -1.399992 -0.32 -0.31 0.01
H 4.157197 -4.017122 -1.282155 0.21 -0.25 -0.14
C -2.037102 0.323995 -5.936432 1.03 -1.56 -1.08
C -3.448020 -0.135533 -6.289133 -1.07 1.83 0.42
C -3.836147 -0.966298 -5.085143 0.31 1.06 -0.48
O -2.641390 -1.695217 -4.839397 0.34 -1.75 0.35
C -1.483639 -0.915552 -5.190755 -0.28 1.65 1.44
H -1.956292 1.234076 -5.348603 -0.37 -0.07 0.09
H -1.452123 0.447207 -6.849123 0.01 0.32 0.04
H -3.596957 -0.634150 -7.244721 0.44 -0.20 0.06
H -4.038479 0.785721 -6.309305 -0.38 -0.23 -0.24
H -4.717141 -1.590776 -5.228217 0.36 -0.46 -0.04
H -4.029118 -0.287884 -4.250006 -0.06 -0.09 0.06
H -0.668712 -1.427019 -5.701207 -0.62 -0.65 -0.34
H -1.061911 -0.591822 -4.235019 0.22 0.03 -0.07
C -1.797821 6.447264 2.492683 1.75 0.39 0.75
C -2.799583 6.941131 1.475674 -0.91 0.52 -0.32
C -2.793904 5.866989 0.366106 0.80 0.40 1.06
O -2.372554 4.694117 1.046488 -0.80 -0.46 -0.45
C -1.421797 5.023304 2.054863 -1.17 -0.30 -0.42
H -2.073901 6.503592 3.546810 -0.69 -0.24 -0.17
H -0.893009 7.063663 2.514542 0.03 0.05 -0.41
H -2.654311 7.957513 1.102704 0.63 -0.11 -0.11
H -3.797798 7.045392 1.908992 -0.06 -0.54 0.08
H -2.036648 6.045778 -0.401919 -0.21 0.47 -0.27
H -3.796188 5.797987 -0.050334 0.14 -0.61 -0.19
H -0.415350 4.912568 1.640778 0.12 0.24 0.15
H -1.608174 4.250826 2.800396 0.43 0.17 0.26
C 0.148702 -3.364021 4.698186 -0.11 -0.46 -0.53
C 1.441967 -2.988117 4.037044 1.21 0.03 0.40
C 1.074350 -1.744631 3.244908 0.52 -0.75 -0.04
O -0.208493 -2.112989 2.667086 -0.07 -0.43 0.28
C -0.781956 -3.146250 3.522820 -1.72 0.25 0.09
H -0.132642 -2.706074 5.519728 0.19 0.05 0.01
H 0.126195 -4.399232 5.036519 -0.07 0.04 0.05
H 1.786482 -3.766337 3.349866 -0.43 -0.05 -0.24
H 2.311422 -2.912621 4.693105 -0.26 0.61 0.23
H 1.812847 -1.648196 2.453091 -0.20 0.66 -0.02
H 0.922771 -0.848054 3.845186 0.25 0.04 -0.04
H -1.001637 -4.024457 2.914139 0.48 -0.12 -0.05
H -1.752646 -2.817334 3.902807 -0.03 0.34 -0.30
C -1.293175 -6.634303 -2.630715 -0.29 -1.10 1.46
C -0.322227 -5.829081 -3.438294 -0.14 -0.13 -0.43
C -0.970409 -4.434712 -3.480965 1.03 -0.17 0.22
O -2.084908 -4.467469 -2.563065 -0.63 0.45 -0.03
C -1.954334 -5.605576 -1.696150 0.40 -0.78 -1.04
H -0.821964 -7.435941 -2.054767 0.28 0.24 0.15
H -2.000242 -7.213500 -3.227008 -0.37 0.63 -0.18
H -0.222100 -6.308586 -4.411100 0.27 0.37 -0.12
H 0.641682 -5.811616 -2.933154 0.06 0.14 -0.18
H -1.282660 -4.120555 -4.474824 -0.41 -0.03 0.15
H -0.242562 -3.716242 -3.100860 -0.11 0.21 -0.14
H -2.913969 -5.990352 -1.357086 -0.21 0.56 0.02
H -1.317577 -5.342599 -0.850841 0.02 -0.11 0.06
Br 4.340908 3.489784 -1.403056 -0.32 0.28 0.04
C 2.550957 4.257513 -1.575117 -0.49 -0.39 -0.09
C 2.606363 5.660371 -2.116556 0.04 0.07 -0.20
Br 0.817385 6.456970 -1.978783 0.22 -0.10 -0.07
H 2.003187 4.177036 -0.639793 0.49 0.18 0.24
H 1.993441 3.613972 -2.252272 0.23 -0.05 -0.14
H 2.867999 5.637991 -3.171655 -0.06 0.15 0.02
H 3.286621 6.330816 -1.599934 -0.07 -0.13 0.17
Br 7.109530 2.013568 1.320639 -0.04 -0.44 0.40
C 6.288462 0.350935 1.963443 -0.19 -0.71 -0.95
C 5.421377 0.594668 3.160217 0.07 -0.01 0.56
Br 4.682028 -1.149968 3.789259 0.04 0.71 -0.36
H 7.000436 -0.461099 2.104805 0.53 0.56 0.39
H 5.728474 -0.012689 1.101919 -0.42 0.32 0.17
H 4.641684 1.327137 2.963842 -0.34 -0.45 -0.10
H 5.955295 0.943359 4.040559 0.26 -0.04 -0.17
```
Positions in Å, forces in eV/Å.

These are the Mulliken partial charges, in e, on atoms 1 to 4: atom 1 (Ag): 0.638, atom 2 (Fe): 0.450, atom 3 (C): -1.238, atom 4 (C): 0.965

***

Below is the ion C4H9N2O with charge +1 in a non-equilibrium geometry, with properties calculated with the ωB97M-V functional and the def2-TZVPD basis.

Total charge: +1
E_HOMO, eV: -14.77
Strongest force on any atom, eV/A: 3.68
Kohn-Sham gap, eV: 11.18
ΔE to the lowest compared entry with this formula, charge and spin, kcal/mol: 133.6
SMILES string: C1C[NH+]([C@@H]2NO2)C1
Energy, eV: -9310.220

```
16
Properties=species:S:1:pos:R:3:forces:R:3
C -0.585130 -1.359432 0.517356 -3.23 1.43 1.03
C -0.866587 0.195199 0.546012 1.54 1.25 1.28
N 0.229672 0.394715 -0.511463 -1.75 1.76 -2.42
C 1.223169 1.441601 -0.139325 0.77 -1.00 2.47
N 1.113502 2.775583 -0.562095 -1.91 1.57 0.44
O 2.104259 1.857267 -1.058711 0.62 -0.46 -1.95
C 0.466297 -1.081354 -0.522531 1.19 -1.68 0.03
H -0.317880 -1.690620 1.554808 -0.03 -0.08 -1.37
H -1.548269 -1.775468 0.185275 0.83 -0.79 0.01
H -1.808660 0.815722 0.357630 1.23 -1.40 0.28
H -0.277540 0.568036 1.415215 -1.37 0.14 -0.06
H -0.202319 0.698712 -1.436574 0.82 -0.49 1.25
H 1.668727 1.237615 0.904462 -1.01 0.24 -1.51
H 0.320867 3.047447 -1.240693 1.60 -1.21 0.61
H 1.430605 -1.353997 -0.051005 -0.08 0.31 -1.17
H 0.241885 -1.510644 -1.536463 0.76 0.41 1.08
```
Positions in Å, forces in eV/Å.

These are the Mulliken partial charges, in e, on atoms 1 to 4: atom 1 (C): -0.341, atom 2 (C): -0.537, atom 3 (N): 0.087, atom 4 (C): 0.089

***

Below is a cluster of 3 separate species, C4H7NO in total in a non-equilibrium geometry, with properties calculated with the ωB97M-V functional and the def2-TZVPD basis.

E_HOMO (spin up / spin down), eV: -7.56 / -7.98
Strongest force on any atom, eV/A: 1.62
Kohn-Sham gap (spin up / spin down), eV: 8.01 / 7.43
ΔE to the lowest compared entry with this formula, charge and spin, kcal/mol: 196.6
Energy, eV: -7791.121

```
13
Properties=species:S:1:pos:R:3:forces:R:3
C -0.505074 0.552858 -0.492784 0.39 0.83 0.51
C -1.030921 1.638310 0.084877 0.39 -0.53 -0.42
N -2.099013 -1.024785 -0.510941 -1.60 0.11 0.24
O -3.007256 -0.393160 -0.183306 0.59 -0.96 -0.28
H -0.009598 0.567375 -1.454354 -0.04 0.02 -0.06
H -1.035143 2.590919 -0.430085 -0.07 -0.01 -0.01
H -1.513211 1.598490 1.054141 0.07 0.02 0.06
C 1.226849 -0.496511 0.680969 0.49 -0.72 0.36
C 2.016074 -1.319512 0.029980 -0.03 0.06 -0.01
H 1.715255 -1.777409 -0.910120 -0.05 -0.06 0.13
H 1.394261 0.087418 1.576362 -0.07 -0.05 0.00
H -0.160471 -0.440729 0.158896 -0.05 1.15 -0.44
H 3.008247 -1.583264 0.396364 -0.03 0.15 -0.07
```
Positions in Å, forces in eV/Å.

These are the Mulliken partial charges, in e, on atoms 1 to 4: atom 1 (C): -0.465, atom 2 (C): -0.554, atom 3 (N): 0.122, atom 4 (O): -0.179

***

Below is a structure of composition C37H43IrN9OS, with properties calculated with the ωB97M-V functional and the def2-TZVPD basis.

Total charge: +3
E_HOMO, eV: -15.46
Strongest force on any atom, eV/A: 0.41
Kohn-Sham gap, eV: 5.84
ΔE to the lowest compared entry with this formula, charge and spin, kcal/mol: 27.2
Energy, eV: -68177.975

```
92
Properties=species:S:1:pos:R:3:forces:R:3
Ir -0.536007 -0.438003 -0.657464 0.36 -0.07 0.00
C -2.699053 -2.984914 -3.470395 0.01 -0.04 0.01
C -1.669877 -2.404271 -2.723479 -0.04 -0.02 0.06
N -1.903083 -1.448243 -1.836543 -0.04 0.15 -0.23
C -3.183141 -1.061585 -1.629616 0.03 0.03 0.01
C -4.270814 -1.564936 -2.340402 0.02 0.00 0.05
C -3.993800 -2.557161 -3.299397 -0.03 0.00 -0.01
C -5.579560 -1.058413 -2.033321 0.01 -0.03 0.00
C -5.754608 -0.139297 -1.057803 -0.01 0.00 0.03
C -4.643737 0.356098 -0.291363 0.01 0.00 0.00
C -4.761398 1.282950 0.759456 -0.02 -0.03 0.01
C -3.633216 1.662508 1.444557 0.00 -0.01 0.01
C -2.389794 1.139611 1.087463 0.00 -0.13 0.15
N -2.247297 0.275991 0.086596 -0.09 0.18 -0.03
C -3.365319 -0.112473 -0.595522 -0.01 0.04 -0.07
H -2.457370 -3.764738 -4.178615 0.00 0.01 -0.01
H -0.642454 -2.716523 -2.858455 0.01 0.00 -0.01
H -4.798222 -2.984094 -3.885363 0.00 -0.01 0.01
H -6.426517 -1.436055 -2.591098 0.00 0.01 0.00
H -6.743721 0.231224 -0.822312 0.00 0.01 -0.01
H -5.733690 1.673858 1.032678 0.00 0.01 -0.01
H -3.679845 2.354243 2.273829 0.00 0.00 0.00
H -1.519827 1.391944 1.668313 0.10 0.00 0.03
S -1.138223 -6.240252 2.417136 0.08 0.10 0.05
C -0.844946 -4.703691 1.677979 -0.06 -0.05 -0.01
C -1.696134 -3.638258 2.019137 -0.01 -0.03 -0.02
C -1.546275 -2.417838 1.416728 0.12 0.03 0.11
N -0.597314 -2.169257 0.488766 -0.11 -0.07 -0.02
C 0.234604 -3.181657 0.178355 -0.03 -0.03 0.02
C 0.157675 -4.432522 0.737227 0.12 0.05 0.05
C 0.323918 -7.163348 1.990280 -0.05 -0.08 -0.04
C 1.370801 -7.231296 2.895370 0.01 0.04 -0.04
C 2.470245 -8.009933 2.550430 0.05 -0.01 0.01
N 2.562362 -8.685124 1.409912 -0.04 0.06 0.00
C 1.539927 -8.621752 0.562487 0.02 -0.03 -0.03
C 0.390923 -7.879377 0.803435 -0.03 0.00 0.03
H -2.465697 -3.768817 2.768222 -0.01 0.01 -0.01
H -2.176516 -1.590491 1.707677 -0.05 -0.02 -0.05
H 1.000769 -2.976553 -0.562134 -0.02 -0.03 -0.04
H 0.874967 -5.188857 0.451000 -0.03 -0.02 -0.03
H 1.334883 -6.709033 3.841530 0.00 -0.01 0.01
H 3.310938 -8.095189 3.228805 0.00 0.00 0.00
H 1.634660 -9.199626 -0.349515 0.00 0.00 0.00
H -0.429065 -7.883689 0.097596 0.00 0.00 0.01
C 1.179645 5.661218 4.184282 0.02 0.01 -0.02
C 2.361117 4.739631 4.449321 -0.01 0.05 -0.04
N 2.675270 3.802930 3.348505 -0.02 0.00 0.05
C 3.831524 4.114856 2.503722 0.00 0.02 -0.03
C 3.526174 5.174866 1.456081 -0.01 0.03 0.02
C 1.794424 2.832884 3.095079 0.03 -0.11 0.05
O 0.708743 2.696281 3.650453 -0.02 0.05 0.01
C 2.108656 1.747050 2.080133 0.06 0.03 0.00
C 3.248750 0.959753 2.026184 -0.01 0.05 -0.03
C 3.286942 -0.102249 1.130063 0.00 -0.02 -0.04
C 2.173082 -0.375874 0.367668 0.02 -0.06 0.09
N 1.035499 0.338599 0.467772 -0.04 -0.02 0.18
C 1.032729 1.390102 1.287213 0.03 0.02 -0.15
H 1.096131 6.372946 5.004955 -0.01 0.00 0.00
H 0.249948 5.102246 4.122605 -0.01 -0.01 -0.01
H 1.316258 6.231359 3.264720 0.00 0.00 0.01
H 2.189762 4.145861 5.347140 -0.05 0.00 -0.01
H 3.262736 5.328773 4.609472 0.02 -0.04 0.02
H 4.191636 3.209419 2.020569 -0.01 0.05 -0.01
H 4.630346 4.454371 3.162014 0.01 -0.03 0.00
H 2.734381 4.836329 0.782402 0.01 0.00 -0.01
H 4.416621 5.389577 0.865871 0.00 -0.01 -0.01
H 3.200281 6.105699 1.918209 0.01 0.00 0.00
H 4.092807 1.162044 2.672849 0.00 -0.04 0.00
H 4.163016 -0.728394 1.037931 0.01 0.01 -0.01
H 2.178193 -1.205322 -0.332096 0.00 -0.01 0.04
H 0.143310 1.989910 1.348364 -0.09 0.05 -0.02
C 1.789113 1.629081 -4.593971 -0.01 -0.01 0.01
N 0.631602 1.206850 -3.799525 -0.02 0.01 -0.05
C 0.156518 -0.128202 -4.064474 -0.01 -0.04 0.03
C 0.161926 1.921675 -2.764240 0.24 0.18 0.26
N -0.408648 1.366913 -1.691577 -0.29 -0.07 -0.28
N 0.320972 3.266023 -2.807713 -0.07 -0.06 -0.04
C 0.262901 4.069821 -1.596303 0.02 0.01 0.00
C 0.105710 4.016048 -4.052559 0.05 0.00 0.00
H 2.534819 0.833123 -4.571980 -0.01 -0.01 -0.02
H 2.232189 2.524362 -4.173509 0.01 0.01 0.02
H 1.506612 1.813360 -5.630058 0.00 0.02 0.00
H 0.249698 -0.335152 -5.130017 0.02 0.00 0.01
H -0.890584 -0.205786 -3.793888 -0.04 -0.01 0.00
H 0.748305 -0.886433 -3.530714 -0.01 -0.03 0.02
H -0.814393 2.100920 -1.125823 -0.12 -0.03 -0.04
H -0.762961 4.344972 -1.325823 0.00 -0.01 0.01
H 0.816852 4.990606 -1.769083 -0.01 0.00 0.00
H 0.739021 3.544852 -0.768306 0.01 0.02 0.00
H -0.244337 3.353435 -4.838348 0.01 -0.01 -0.01
H 1.016757 4.516094 -4.379772 0.00 0.01 0.01
H -0.660201 4.771414 -3.875969 -0.01 -0.01 0.00
```
Positions in Å, forces in eV/Å.

These are the Mulliken partial charges, in e, on atoms 1 to 4: atom 1 (Ir): 0.220, atom 2 (C): -1.072, atom 3 (C): -0.030, atom 4 (N): 0.488

***

Below is an isolated molecule of C3H5N3O in a non-equilibrium geometry, with properties calculated with the ωB97M-V functional and the def2-TZVPD basis.

E_HOMO, eV: -8.84
Strongest force on any atom, eV/A: 5.16
Kohn-Sham gap, eV: 9.54
ΔE to the lowest compared entry with this formula, charge and spin, kcal/mol: 129.6
SMILES string: CC1=NOC=NN1
Energy, eV: -9704.964

```
12
Properties=species:S:1:pos:R:3:forces:R:3
C 1.825855 -0.171865 0.068604 2.38 -0.83 -4.50
C 0.368315 -0.250885 -0.117819 0.80 -0.87 2.84
N -0.136552 -1.382861 0.185516 -2.35 -0.90 -1.60
O -1.699284 -1.286831 -0.149250 1.98 0.79 0.84
C -2.161518 -0.053600 0.082552 -3.97 -1.45 -0.80
N -1.624199 1.075767 0.107051 2.60 0.82 -0.03
N -0.217493 0.913085 -0.145287 -2.66 0.42 -1.20
H 2.231998 0.800080 -0.613660 -0.90 -2.96 1.33
H 2.187923 0.120913 1.056279 -0.21 -0.96 0.06
H 2.088567 -1.339621 -0.509330 0.36 3.83 2.29
H -3.311207 -0.029008 0.045823 1.75 -0.22 0.52
H 0.447595 1.604831 -0.010479 0.21 2.33 0.24
```
Positions in Å, forces in eV/Å.

These are the Mulliken partial charges, in e, on atoms 1 to 4: atom 1 (C): -0.937, atom 2 (C): 0.696, atom 3 (N): -0.401, atom 4 (O): -0.292